Below is C18H33AlBBr3Cl4F4N2NaO17PSV as an isolated structure in a non-equilibrium geometry, with properties calculated with ωB97M-V/def2-TZVPD.

XYZ file:
```
87
C18H33AlBBr3Cl4F4N2NaO17PSV, DFT ωB97M-V/def2-TZVPD
C 5.8952 -0.7388 0.9242
C 4.4950 -1.3666 0.6927
O 4.6785 -2.6059 0.0233
C 3.8286 -1.5905 2.0435
O 2.6902 -2.4350 2.0019
C 1.5068 -1.7778 1.6423
O 1.5600 -0.5891 0.9156
B 0.8211 -0.9626 -0.3539
C 0.5515 0.4441 -1.1271
C 0.4026 1.5804 -0.1713
O -0.6170 1.8750 0.3084
O 1.5056 2.3300 0.1259
O -0.3201 -1.6880 0.2226
C 0.2987 -2.6402 1.1070
P 0.6134 -4.0524 -0.0396
N 2.0515 -4.2962 -0.5512
O -0.4151 -3.7989 -1.3713
O 0.0289 -5.3714 0.6884
H 5.8047 0.1601 1.5369
H 6.4853 -1.5068 1.4316
H 6.3539 -0.5507 -0.0501
H 3.9143 -0.6500 0.0970
H 4.9303 -2.4374 -0.8894
H 4.5636 -2.1204 2.6600
H 3.6115 -0.6529 2.5658
H 1.1276 -1.4315 2.6264
H 1.6568 -1.6771 -0.9002
H 1.3953 0.6551 -1.7961
H -0.3405 0.3364 -1.7597
H 2.2142 1.7202 0.3953
H -0.3927 -3.0209 1.8623
H 2.6671 -3.5799 -0.1537
H 0.1634 -3.2981 -1.9693
H 0.7275 -6.0416 0.6127
O -1.3537 -3.5752 -4.0976
H -1.1157 -4.1617 -3.3634
H -2.3179 -3.5894 -4.1276
O 1.8631 -1.5909 -3.9245
V 1.3763 -2.7780 -4.9212
O -2.3089 2.2143 2.8124
H -1.9030 2.9663 3.2556
H -1.6312 1.9180 2.1876
C 0.7764 2.3478 4.6359
Br 0.7234 1.1226 3.1489
Br 0.5180 1.4411 6.3085
Br 2.3924 3.3951 4.6295
H -0.0459 3.0379 4.5179
F 5.3724 -0.6207 7.9810
Al 4.3152 0.2973 6.9914
F 5.1407 0.7857 5.5635
F 3.7796 1.6853 7.8469
F 2.9589 -0.6666 6.5569
Na -2.3109 -3.4293 -1.6230
C -5.2570 3.0278 3.5294
S -6.7890 2.1106 3.7186
O -7.7606 2.6559 2.7304
C -7.2206 2.7940 5.3267
H -4.8260 2.7825 2.5625
H -5.4589 4.0988 3.5782
H -4.5608 2.7382 4.3157
H -7.2965 3.8794 5.2579
H -6.4598 2.5136 6.0554
H -8.1812 2.3798 5.6275
C -4.4087 -1.2435 -9.1583
C -3.2968 -0.7816 -8.4659
C -2.3436 -1.6757 -8.0130
C -2.5141 -3.0292 -8.2637
C -3.6221 -3.5030 -8.9471
C -4.5723 -2.6022 -9.3944
N -1.4992 -3.9816 -7.8097
O -0.5294 -3.5423 -7.1857
O -1.6538 -5.1448 -8.0666
H -5.1500 -0.5413 -9.5164
H -3.1734 0.2770 -8.2831
H -1.4812 -1.3098 -7.4761
H -3.7529 -4.5588 -9.1366
H -5.4406 -2.9578 -9.9316
C 3.9640 5.2316 -0.8621
O 2.7655 5.5237 -1.0435
O 4.2061 3.9512 -0.4983
O 4.9201 6.0017 -0.9905
H 3.2604 3.6794 -0.5032
C -0.5072 6.4438 4.6220
Cl 0.8745 6.8269 5.6479
Cl -1.2151 4.9034 5.1400
Cl -1.7242 7.7216 4.7629
Cl 0.0181 6.3105 2.9405
```

Properties
Multiplicity ... 2
E_HOMO ... -8.353 eV
Frontier orbital gap ... 3.493 eV
Total energy ... -385575.291 eV
Charge ... 0